Version P
{"formula": "C4H10N4", "method": "wB97M-V/def2-TZVPD", "symbols": ["C", "C", "N", "C", "N", "N", "C", "N", "H", "H", "H", "H", "H", "H", "H", "H", "H", "H"], "positions_angstrom": [[1.033, 1.298, -0.129], [0.978, -0.104, 0.037], [2.256, -0.769, -0.594], [0.210, -0.779, 1.138], [-0.228, -0.828, -0.214], [-1.301, -0.198, -0.552], [-2.450, -0.135, -0.248], [-3.614, 0.110, 0.040], [0.496, 1.856, 0.605], [0.667, 1.601, -1.072], [2.085, 1.614, -0.181], [2.109, -0.541, -1.543], [2.516, -1.710, -0.512], [2.946, -0.188, -0.319], [0.057, -0.038, 1.931], [0.498, -1.753, 1.444], [-4.398, -0.443, -0.283], [-3.861, 1.009, 0.451]], "lowdin_charge": [0.017, -0.373, 0.356, 0.041, 0.004, 0.203, -0.021, 0.299, 0.118, 0.106, 0.131, 0.167, 0.172, 0.117, 0.161, 0.130, 0.184, 0.189], "smiles": "C[C@@]1([NH3+])CN1N=C=[NH2+]", "lumo_ev": -7.7, "homo_lumo_gap_ev": 11.335, "total_charge": 2}

***

Version Q
{"formula": "C4H10N4", "method": "wB97M-V/def2-TZVPD", "symbols": ["C", "C", "C", "C", "N", "N", "N", "N", "H", "H", "H", "H", "H", "H", "H", "H", "H", "H"], "positions_angstrom": [[2.209, -1.107, 0.544], [-1.838, 1.287, -0.703], [2.971, -2.047, 2.602], [-3.327, 1.530, -2.741], [2.076, -1.471, 1.903], [-2.547, 1.355, -1.614], [1.301, -0.400, 0.045], [-1.121, 1.179, 0.345], [3.115, -1.479, 0.060], [2.802, -2.265, 3.652], [3.931, -2.322, 2.167], [-3.582, 2.586, -2.851], [-2.762, 1.212, -3.619], [-4.239, 0.935, -2.660], [1.169, -1.222, 2.320], [1.440, -0.156, -0.936], [-1.349, 1.739, 1.159], [-0.247, 0.645, 0.326]], "lowdin_charge": [-0.150, -0.063, 0.255, -0.011, 0.085, 0.161, 0.161, 0.206, 0.164, 0.148, 0.147, 0.124, 0.123, 0.119, 0.198, 0.115, 0.158, 0.061], "lumo_ev": -9.1, "homo_lumo_gap_ev": 8.983, "total_charge": 2}

***

Version R
{"formula": "C4H10N4", "method": "wB97M-V/def2-TZVPD", "symbols": ["C", "C", "N", "C", "N", "N", "C", "N", "H", "H", "H", "H", "H", "H", "H", "H", "H", "H"], "positions_angstrom": [[0.908, -1.524, -0.430], [-0.404, -0.781, -0.259], [-1.370, -1.172, -1.397], [-0.970, -0.907, 1.123], [-0.682, 0.438, 0.479], [0.082, 1.489, 0.748], [0.924, 2.326, 0.688], [1.584, 3.391, 0.694], [0.632, -2.451, -0.220], [1.540, -1.078, 0.445], [1.313, -1.279, -1.386], [-1.666, -0.386, -1.977], [-2.268, -1.375, -0.973], [-0.799, -1.842, -1.970], [-0.387, -1.404, 1.971], [-2.071, -0.936, 1.348], [1.067, 4.266, 0.372], [2.568, 3.224, 0.744]], "lowdin_charge": [0.043, -0.400, 0.297, 0.052, 0.017, 0.216, -0.044, 0.253, 0.057, 0.156, 0.100, 0.183, 0.173, 0.200, 0.171, 0.149, 0.220, 0.158], "smiles": "C[C@@]1([NH3+])CN1N=C=[NH2+]", "lumo_ev": -7.5, "homo_lumo_gap_ev": 11.398, "total_charge": 2}

***

Preferred: version Q; penalty for the next structure: 2.965 eV.

***

Version P
{"formula": "C3H7F2N", "method": "wB97M-V/def2-TZVPD", "symbols": ["C", "C", "C", "N", "F", "F", "H", "H", "H", "H", "H", "H", "H"], "positions_angstrom": [[-0.535, -1.237, -0.364], [-0.687, 1.156, -0.324], [1.347, 0.020, 0.219], [0.162, 0.008, -0.469], [2.079, 1.153, 0.082], [1.997, -1.115, 0.324], [-1.141, -1.335, -1.151], [0.241, -2.002, -0.371], [-0.964, -1.362, 0.700], [-0.768, 1.449, 0.780], [-0.335, 2.101, -0.691], [-1.555, 0.901, -0.765], [0.160, 0.262, 2.029]], "lowdin_charge": [-0.064, -0.086, -0.436, -0.199, 0.110, 0.135, 0.052, 0.090, 0.111, 0.063, 0.085, 0.049, 0.090], "lumo_ev": [0.6, 0.6], "homo_lumo_gap_ev": [8.726, 8.726]}

***

Version Q
{"formula": "C3H7F2N", "method": "wB97M-V/def2-TZVPD", "symbols": ["N", "C", "C", "F", "C", "F", "H", "H", "H", "H", "H", "H", "H"], "positions_angstrom": [[-1.430, -0.738, 0.601], [-0.201, -0.139, 1.245], [0.380, 0.849, 0.165], [-0.357, 2.004, -0.271], [0.779, 0.305, -1.269], [-0.004, -0.796, -1.478], [-1.703, -1.676, 1.063], [-1.401, -1.075, -0.500], [0.561, -0.861, 1.060], [-0.385, 0.350, 2.217], [1.370, 1.099, 0.689], [1.705, -0.330, -1.492], [0.687, 1.008, -2.029]], "lowdin_charge": [-0.082, -0.188, -0.246, -0.061, -0.124, -0.110, 0.077, 0.133, 0.091, 0.124, 0.145, 0.150, 0.091], "smiles": "NC[C@H](F)CF", "lumo_ev": 0.9, "homo_lumo_gap_ev": 9.896}

***

Preferred: version Q; penalty for the next structure: 1.653 eV.

***

Version P
{"formula": "C4H9N3", "method": "wB97M-V/def2-TZVPD", "symbols": ["C", "N", "C", "N", "C", "C", "N", "H", "H", "H", "H", "H", "H", "H", "H", "H"], "positions_angstrom": [[-0.890, 0.552, -1.572], [-0.293, -0.034, -0.394], [0.947, -0.176, -0.018], [2.037, -0.154, -0.804], [-0.976, -0.344, 0.974], [0.787, -0.437, 1.414], [-1.737, 0.630, 1.416], [1.972, -0.062, -1.805], [2.949, -0.136, -0.385], [-2.526, 0.264, 1.940], [-1.306, -1.392, 0.944], [-1.808, 1.034, -1.234], [-0.234, 1.307, -2.012], [-1.126, -0.209, -2.321], [1.313, -1.299, 1.829], [0.890, 0.454, 2.027]], "lowdin_charge": [-0.035, -0.052, -0.383, 0.185, -0.422, -0.015, -0.029, 0.106, 0.110, -0.008, 0.119, 0.081, 0.085, 0.085, 0.079, 0.092], "lumo_ev": 0.6, "homo_lumo_gap_ev": 7.235}

***

Version Q
{"formula": "C4H9N3", "method": "wB97M-V/def2-TZVPD", "symbols": ["H", "N", "C", "C", "C", "N", "N", "C", "H", "H", "H", "H", "H", "H", "H", "H"], "positions_angstrom": [[-2.276, 1.320, -0.458], [-1.261, 1.543, 0.024], [-0.277, 0.792, -0.265], [1.146, 1.219, -0.248], [1.770, -0.191, 0.375], [0.851, -1.210, -0.192], [-0.501, -0.642, -0.801], [-1.798, -0.924, 0.256], [1.124, 2.168, 0.267], [1.813, 1.273, -1.131], [2.740, -0.561, 0.233], [1.437, -0.124, 1.430], [1.222, -1.945, -1.013], [-2.429, -0.120, 0.111], [-2.424, -2.030, 0.134], [-1.137, -0.567, 1.278]], "lowdin_charge": [0.135, 0.080, -0.483, -0.084, -0.180, -0.120, -0.054, -0.063, 0.097, 0.115, 0.081, 0.096, 0.168, -0.052, 0.131, 0.133], "smiles": "[H]/N=C1/CCNN1C", "lumo_ev": 0.7, "homo_lumo_gap_ev": 9.221}

***

Preferred: version P; penalty for the next structure: 3.558 eV.

***

Version P
{"formula": "C4H13N3O", "method": "wB97M-V/def2-TZVPD", "symbols": ["C", "N", "C", "C", "O", "N", "C", "N", "H", "H", "H", "H", "H", "H", "H", "H", "H", "H", "H", "H", "H"], "positions_angstrom": [[-1.222, -0.515, -1.180], [-0.425, -0.869, -2.718], [0.071, 0.007, -0.400], [1.063, -1.199, -0.316], [2.058, -1.307, -1.316], [-0.322, 0.362, 1.012], [0.229, 1.567, 1.534], [0.663, 1.303, 2.911], [-1.630, -1.568, -1.120], [-2.143, 0.228, -0.830], [-1.203, -0.052, -2.279], [-0.933, -1.628, -3.268], [0.508, 0.899, -0.938], [0.523, -2.181, -0.132], [1.540, -1.056, 0.661], [1.419, -1.417, -2.120], [-1.371, 0.297, 1.151], [-0.503, 2.504, 1.565], [1.133, 1.782, 0.937], [0.605, 2.182, 3.487], [-0.059, 0.659, 3.358]], "lowdin_charge": [-0.189, -0.031, -0.303, -0.270, -0.107, -0.074, -0.369, -0.040, 0.119, 0.167, 0.030, 0.052, 0.158, 0.132, 0.107, 0.090, 0.126, 0.136, 0.111, 0.072, 0.083], "lumo_ev": 0.4, "homo_lumo_gap_ev": 9.368}

***

Version Q
{"formula": "C4H13N3O", "method": "wB97M-V/def2-TZVPD", "symbols": ["H", "N", "C", "N", "N", "C", "C", "C", "H", "H", "H", "H", "H", "H", "H", "H", "H", "H", "O", "H", "H"], "positions_angstrom": [[3.199, 0.452, -1.703], [2.156, 0.707, -1.438], [1.440, -0.262, -0.907], [1.965, -1.479, -0.313], [0.050, -0.098, -0.649], [-0.323, 1.086, 0.176], [-1.808, 1.475, 0.011], [-2.541, 1.570, 1.365], [1.335, -2.010, 0.271], [2.514, -2.001, -0.981], [-0.534, -0.152, -1.474], [-0.078, 0.863, 1.229], [0.215, 2.022, -0.054], [-2.446, 0.654, -0.364], [-1.950, 2.407, -0.743], [-1.882, 1.650, 2.298], [-3.302, 2.412, 1.338], [-3.020, 0.641, 1.487], [-0.357, -2.352, 1.263], [-0.596, -1.886, 0.381], [-0.404, -3.361, 1.134]], "lowdin_charge": [0.086, 0.089, -0.496, 0.102, -0.039, -0.223, -0.257, -0.134, 0.025, 0.075, 0.117, 0.112, 0.105, 0.089, 0.148, 0.091, 0.086, 0.038, -0.148, 0.052, 0.082], "smiles": "[H]/N=C(\\N)NCCC.O", "lumo_ev": 0.7, "homo_lumo_gap_ev": 9.725}

***

Preferred: version Q; penalty for the next structure: 4.384 eV.